# 1
Density functional theory data (wB97M-V/def2-TZVPD) for the molecule C4H4FO in a non-equilibrium geometry.

Calculated values
Energy in hartree: -329.7769
Spin multiplicity: 2
Frontier orbital gap (alpha / beta) in eV: 8.60 / 11.03
Charge: 0

Structure (XYZ):
```
10
Properties=species:S:1:pos:R:3:lowdin_spin:R:1
C 1.0561 0.1496 0.0125 0.6171
C 0.3850 -1.1022 0.4655 0.0677
O 1.2025 0.3459 -1.3034 0.1070
F 0.9230 1.2713 0.7760 0.1142
H 0.5309 -1.2614 1.5410 0.0051
H 0.6625 -1.9369 -0.1907 0.0030
H 0.4017 0.7165 -1.6942 0.0285
C -2.2639 -0.4666 0.0856 0.0181
C -1.0742 -0.6511 0.2087 0.0378
H -3.3116 -0.2587 -0.0443 0.0016
```

# 2
Density functional theory data (wB97M-V/def2-TZVPD) for a structure of composition C38H18F15GeInN7S.

Calculated values
Energy in hartree: -6005.1252
Spin multiplicity: 1
Frontier orbital gap in eV: 8.42
Charge: +1

Structure (XYZ):
```
81
Properties=species:S:1:pos:R:3:lowdin_charge:R:1
In -2.3916 1.1863 0.4270 0.8336
C -4.6877 -1.6891 0.7952 -0.1076
N -3.4430 -1.2510 1.4405 -0.1783
C -2.2915 -2.0790 1.0322 -0.1357
C -2.1632 -2.1165 -0.4693 -0.3037
C -2.1636 -3.3017 -1.1845 0.0012
C -2.0562 -3.2492 -2.5673 -0.0287
C -1.9604 -2.0169 -3.1909 -0.0479
C -1.9714 -0.8806 -2.4007 -0.1269
N -2.0702 -0.9289 -1.0736 0.0016
C -3.5868 -1.2546 2.8977 -0.1268
C -2.5997 -0.3774 3.6289 -0.2701
C -2.1399 -0.7318 4.8878 -0.0054
C -1.3506 0.1642 5.5904 -0.0321
C -1.0468 1.3883 5.0161 -0.0390
C -1.5389 1.6535 3.7511 -0.1600
N -2.2958 0.7930 3.0656 0.0088
C -5.2061 -0.7662 -0.2924 -0.2534
C -6.2074 -1.2131 -1.1441 -0.0077
C -6.7416 -0.3405 -2.0736 -0.0365
C -6.2610 0.9604 -2.1319 -0.0411
C -5.2532 1.3180 -1.2600 -0.1422
N -4.7329 0.4750 -0.3555 -0.0008
H -5.4755 -1.7558 1.5462 0.1338
H -4.5857 -2.6971 0.3850 0.1322
H -2.3712 -3.1013 1.4209 0.1353
H -1.3886 -1.6353 1.4639 0.0995
H -2.2431 -4.2496 -0.6674 0.1228
H -2.0480 -4.1612 -3.1500 0.1205
H -1.8703 -1.9364 -4.2654 0.1132
H -1.8927 0.1090 -2.8408 0.1214
H -3.5428 -2.2738 3.3012 0.1343
H -4.5749 -0.8570 3.1369 0.1393
H -2.4005 -1.6942 5.3101 0.1205
H -0.9788 -0.0889 6.5754 0.1193
H -0.4360 2.1202 5.5278 0.1145
H -1.3223 2.5938 3.2567 0.0993
H -6.5623 -2.2343 -1.0724 0.1242
H -7.5240 -0.6687 -2.7461 0.1184
H -6.6559 1.6781 -2.8382 0.1147
H -4.8345 2.3185 -1.2780 0.0992
F 4.6370 1.2262 -3.1083 0.1183
C 3.6901 0.3829 -3.5318 -0.2071
C 2.8088 -0.1856 -2.6282 -0.1310
C 1.8691 -1.0658 -3.1285 -0.2193
F 0.9989 -1.6675 -2.2945 0.0272
C 1.7805 -1.3672 -4.4696 -0.1317
F 0.8554 -2.2107 -4.9260 0.1295
C 2.6713 -0.7782 -5.3470 -0.1205
F 2.6002 -1.0556 -6.6394 0.1593
C 3.6353 0.0988 -4.8814 -0.1309
F 4.4906 0.6511 -5.7311 0.1517
Ge 2.8709 0.2883 -0.7543 0.9154
S 0.9781 -0.5074 0.1742 0.7285
C 4.3168 -0.5643 0.2109 -0.1329
C 4.9020 -1.7440 -0.2213 -0.2093
F 4.5637 -2.2906 -1.3953 0.1063
C 5.8472 -2.4094 0.5336 -0.1353
F 6.4025 -3.5334 0.0959 0.1455
C 6.2120 -1.8964 1.7633 -0.1199
F 7.1149 -2.5266 2.4982 0.1596
C 5.6372 -0.7298 2.2346 -0.1335
F 5.9904 -0.2489 3.4199 0.1496
C 4.6992 -0.0896 1.4566 -0.2213
F 4.1577 1.0354 1.9493 0.0939
C 2.9232 2.2135 -0.6094 -0.1397
C 1.7905 2.9796 -0.8327 -0.2326
F 0.6104 2.3891 -1.0757 0.0267
C 1.8186 4.3588 -0.8313 -0.1351
F 0.7130 5.0662 -1.0443 0.1413
C 3.0205 5.0039 -0.6113 -0.1179
F 3.0690 6.3252 -0.6163 0.1637
C 4.1755 4.2737 -0.3974 -0.1289
F 5.3260 4.9034 -0.1980 0.1532
C 4.1141 2.8974 -0.4026 -0.2214
F 5.2583 2.2352 -0.2197 0.1165
N 1.0705 0.3730 1.6097 -0.2706
C 1.2366 1.4623 2.0657 -0.3061
N 1.3670 2.5679 2.5614 0.1585
C 2.0518 3.1725 3.5166 -0.3175
N 2.5918 3.7587 4.3515 0.1538
```

# 3
Density functional theory data (wB97M-V/def2-TZVPD) for the molecule C8H8N2O in a non-equilibrium geometry.

Calculated values
Energy in hartree: -494.0741
Spin multiplicity: 1
Frontier orbital gap (alpha / beta) in eV: 7.03 / 7.03
Charge: 0

Structure (XYZ):
```
19
Properties=species:S:1:pos:R:3:lowdin_charge:R:1
C -4.4238 1.9770 1.3610 -0.1264
C -3.8642 0.9380 1.0824 -0.2404
C -0.1066 -1.2707 -0.6806 -0.0512
C -1.0328 0.2696 0.6779 0.0103
C 0.2400 -0.1945 0.2866 -0.0328
C -3.2216 -0.4044 0.2559 0.1024
C 3.0967 0.2991 -1.1024 -0.0830
C 1.6849 0.1348 0.7872 -0.1574
N -1.3652 -1.3222 -0.8465 0.0872
N -1.9528 -0.3888 -0.0670 -0.1771
O 2.6628 -0.4473 -0.0114 -0.1890
H 0.5236 -1.9087 -1.3007 0.1333
H -1.3630 1.1421 1.2459 0.1314
H -3.9811 -1.0806 -0.2074 0.1332
H 2.3548 0.2417 -1.8213 0.0557
H 3.9439 -0.3481 -1.3659 0.1166
H 3.1266 1.3495 -0.8096 0.0991
H 1.8818 1.1578 0.7916 0.1051
H 1.7960 -0.1442 1.7242 0.0829
```

# 4
Density functional theory data (wB97M-V/def2-TZVPD) for a structure of composition C29H36BrIrN5O2SbSe4.

Calculated values
Energy in hartree: -14075.0866
Spin multiplicity: 2
Frontier orbital gap (alpha / beta) in eV: 6.11 / 5.71
Charge: +1

Structure (XYZ):
```
79
Properties=species:S:1:pos:R:3:lowdin_spin:R:1
Ir -0.8933 1.0911 0.4816 -0.0020
C -3.9230 3.0370 1.1195 0.0000
O -3.3616 1.7663 0.7935 -0.0001
C -4.1625 0.6685 0.8290 0.0000
C -5.4622 0.6575 1.2936 0.0000
C -6.1637 -0.5479 1.3239 0.0000
Br -7.9397 -0.5487 1.9616 0.0000
C -5.5873 -1.7257 0.9137 0.0000
C -4.2708 -1.7182 0.4379 0.0000
C -3.5681 -0.5193 0.3764 0.0000
O -2.3066 -0.4624 -0.1232 -0.0001
C -3.5832 -2.9321 0.0000 0.0000
N -2.3360 -2.9101 -0.4163 0.0000
C -2.0012 -4.2205 -0.7192 0.0000
C -0.8068 -4.7563 -1.1950 0.0000
C -0.7685 -6.1186 -1.4071 0.0000
C -1.8850 -6.9332 -1.1540 0.0000
C -3.0732 -6.4120 -0.6829 0.0000
C -3.1054 -5.0384 -0.4703 0.0000
N -4.1000 -4.1873 -0.0114 0.0000
H -4.7504 3.2673 0.4474 0.0000
H -3.1189 3.7540 0.9811 0.0000
H -4.2616 3.0559 2.1574 0.0000
H -5.9392 1.5626 1.6374 0.0000
H -6.1569 -2.6430 0.9611 0.0000
H -2.0064 -1.4296 -0.3545 0.0000
H 0.0465 -4.1179 -1.3843 0.0000
H 0.1384 -6.5760 -1.7789 0.0000
H -1.8119 -7.9970 -1.3353 0.0000
H -3.9300 -7.0437 -0.4915 0.0000
H -5.0330 -4.4512 0.2510 0.0000
Se 2.0151 6.1196 -1.9716 0.4438
Sb -0.0812 5.2678 -2.8610 -0.0213
Se -0.0857 3.3126 0.8028 0.0017
Se -0.8021 2.8380 -1.3851 -0.0028
Se 1.4038 4.3817 -4.5877 0.5819
C 5.7883 1.9283 -1.0893 -0.0001
C 4.5755 1.2584 -0.3967 0.0000
N 3.3687 2.0372 -0.6309 0.0001
C 3.4777 3.3241 0.0477 0.0004
C 4.7730 4.0512 -0.3810 0.0002
N 5.3386 3.2848 -1.5444 0.0000
C 4.2974 3.1505 -2.6258 -0.0008
C 3.1821 2.2492 -2.0616 -0.0008
H 6.1137 1.3875 -1.9766 0.0000
H 6.6405 2.0652 -0.4253 0.0000
H 4.7362 1.1779 0.6780 0.0000
H 4.4352 0.2515 -0.7897 0.0000
H 3.4636 3.1693 1.1262 0.0000
H 2.6134 3.9288 -0.2199 0.0015
H 5.5404 4.0668 0.3921 0.0000
H 4.5744 5.0668 -0.7213 0.0006
H 6.1341 3.7931 -1.9217 0.0000
H 4.7898 2.7337 -3.5031 0.0000
H 3.9321 4.1505 -2.8517 0.0001
H 3.1886 1.2771 -2.5548 0.0000
H 2.2093 2.7083 -2.2382 -0.0014
C -1.7378 0.1527 3.2553 0.0000
N -0.5714 0.1324 2.3571 -0.0005
C 0.5609 0.7945 3.0447 0.0000
C -0.1772 -1.2668 2.0444 0.0000
C 0.7126 -1.2477 0.8355 0.0000
C 1.6209 -2.2608 0.5542 0.0000
C 2.3110 -2.2537 -0.6488 0.0000
C 2.0762 -1.2344 -1.5651 0.0000
C 1.1934 -0.2038 -1.2710 0.0000
C 0.5110 -0.1856 -0.0556 -0.0001
H -1.9998 1.1864 3.4759 0.0000
H -1.5043 -0.3666 4.1899 0.0000
H -2.5819 -0.3399 2.7782 0.0000
H 0.2844 1.8194 3.2823 0.0000
H 1.4283 0.7957 2.3902 0.0000
H 0.7900 0.2603 3.9729 0.0000
H -1.0938 -1.8218 1.8252 0.0000
H 0.2940 -1.7339 2.9151 0.0000
H 1.7705 -3.0682 1.2627 0.0000
H 3.0115 -3.0467 -0.8781 0.0000
H 2.5815 -1.2461 -2.5250 0.0000
H 1.0193 0.5836 -1.9914 0.0000
```